Entry 1:
A cluster of 2 separate species, C2H5FO2 in total in a non-equilibrium geometry. Source: the Open Molecules 2025 dataset; level of theory: wB97M-V/def2-TZVPD.

```
10
Properties=species:S:1:pos:R:3
C 1.14603 0.67556 0.09415
C -1.57378 -0.14139 -0.55585
O 2.12626 0.00180 -0.57533
O -2.29613 -1.16978 0.02194
F -1.99592 1.06136 -0.11111
H 0.63144 1.50591 -0.39505
H 1.27366 0.68826 1.17129
H -1.77305 -0.09885 -1.69217
H 2.39127 -0.71717 0.05760
H -2.53529 -0.99195 1.00840
```

- E_HOMO (alpha / beta) (eV) = -7.5 / -8.3
- ΔE to the lowest compared entry with this formula, charge and spin (kJ/mol) = 457.36
- HOMO-LUMO gap (alpha / beta) (hartree) = 0.298 / 0.332
- max |F| (eV/Å) = 2.77

---

Entry 2:
A structure of composition C2H5FO2Ru in a non-equilibrium geometry. Source: the Open Molecules 2025 dataset; level of theory: wB97M-V/def2-TZVPD.

```
11
Properties=species:S:1:pos:R:3
O -1.41346 0.68540 -0.94716
C -0.08940 0.41706 -1.08109
O 0.52480 0.42818 0.21102
C 1.32847 -0.69001 0.49611
Ru -2.25622 0.80322 0.65492
H 0.44329 1.20099 -1.65149
H 0.08438 -0.58260 -1.53485
H 1.98344 -0.43760 1.33965
H 1.94590 -0.96481 -0.37666
H 0.70744 -1.55446 0.77685
F -3.25865 0.69465 2.11270
```

- E_HOMO (alpha / beta) (eV) = -15.2 / -15.1
- expectation value of S² = 8.762
- HOMO-LUMO gap (alpha / beta) (hartree) = 0.419 / 0.229
- max |F| (eV/Å) = 3.03
- 2S+1 = 6
- charge = +1

---

Entry 3:
A cluster of 2 separate species, C2H5FOS in total in a non-equilibrium geometry. Source: the Open Molecules 2025 dataset; level of theory: wB97M-V/def2-TZVPD.

```
10
Properties=species:S:1:pos:R:3
C 0.01431 1.23844 -0.79480
C 0.16178 0.35137 0.49298
O -0.76323 -0.10509 0.97538
F 1.57332 1.31437 3.83953
S 0.53106 2.39041 3.15918
H 0.99862 1.59634 -1.03613
H -0.56566 0.62823 -1.46900
H -0.55406 2.02530 -0.49077
H 0.52549 1.94967 2.13699
H 1.16264 0.14557 0.83026
```

- E_HOMO (eV) = -9.9
- ΔE to the lowest compared entry with this formula, charge and spin (kJ/mol) = 210.09
- HOMO-LUMO gap (hartree) = 0.360
- SMILES = CC=O.FS
- max |F| (eV/Å) = 11.63